Run a
The following is a quantum chemistry calculation of one molecule with the formula C4H5OP, from OMol25.

E_LUMO: -0.26 eV
spin multiplicity: 1
charge: 0
orbital gap: 0.207 Ha

Element x y z (Å)
C 0.947 -1.463 -0.554
C 2.030 -0.968 -1.236
C 1.180 -0.058 -0.597
C -1.699 0.881 0.977
O 0.873 1.093 -0.264
P -0.689 2.248 0.333
H 0.285 -2.397 -0.445
H 2.942 -1.112 -1.752
H -2.318 1.387 1.696
H -1.139 0.125 1.550
H -2.412 0.264 0.294

---

Run b
The following is a quantum chemistry calculation of C4H5OP as an isolated structure, from OMol25.

E_LUMO (alpha / beta): -0.54 / -1.00 eV
spin multiplicity: 1
charge: 0
orbital gap (alpha / beta): 0.257 / 0.225 Ha

Element x y z (Å)
C -0.050 -1.258 0.430
C 0.322 -0.140 1.127
C 0.401 -0.674 -0.875
C 0.925 0.455 0.033
O -2.540 2.020 0.223
P -1.354 2.225 -0.623
H -0.417 -2.159 0.592
H 0.055 -0.097 2.157
H 1.287 -1.089 -1.547
H -0.392 -0.437 -1.635
H 1.765 1.153 0.117

---

Of them, the most stable is run b and the least stable is run a.

---

Run a
The following is a quantum chemistry calculation of a 2-piece molecular cluster, C4H10NP overall, from OMol25.

E_LUMO: 1.03 eV
SMILES: C1NP1.C=CC
spin multiplicity: 1
charge: 0
orbital gap: 0.374 Ha

Element x y z (Å)
C 2.518 -0.058 1.513
N 1.655 -0.819 0.723
P 2.535 0.271 -0.331
H 2.128 0.663 2.133
H 3.412 -0.532 2.038
H 2.017 -1.689 0.627
H 1.381 1.234 -0.329
C -2.340 -0.990 -1.173
C -1.476 0.002 -1.188
C -1.501 1.055 -0.106
H -2.535 -1.646 -2.128
H -3.011 -1.283 -0.416
H -0.595 0.107 -1.936
H -2.464 1.114 0.400
H -0.743 0.673 0.700
H -0.982 1.898 -0.527

---

Run b
The following is a quantum chemistry calculation of C4H10NP as an isolated structure, from OMol25.

E_LUMO: 1.14 eV
spin multiplicity: 1
charge: 0
orbital gap: 0.342 Ha

Element x y z (Å)
C -1.899 -1.208 -0.430
C 0.925 0.236 -1.309
C 1.381 1.678 1.026
C -0.764 -0.281 0.965
N -1.898 -2.411 -0.180
P -0.104 1.072 -0.018
H -2.245 -0.553 -1.261
H 0.281 -0.268 -2.036
H 1.563 -0.497 -0.769
H 1.549 1.054 -1.704
H 2.118 2.410 0.713
H 1.885 0.834 1.377
H 0.883 2.126 1.828
H -1.309 -0.039 1.880
H -0.117 -1.150 0.820
H -2.250 -3.005 -0.904

---

Run c
The following is a quantum chemistry calculation of one molecule with the formula C4H10NP, from OMol25.

E_LUMO: 0.70 eV
SMILES: C=[PH2]/C(C)=N\C
spin multiplicity: 1
charge: 0
orbital gap: 0.288 Ha

Element x y z (Å)
C -2.965 -0.715 -0.153
P -1.320 -0.080 -0.108
C 0.797 -0.333 0.344
C 1.282 -1.647 0.557
N 1.580 0.574 0.088
C 1.338 1.950 -0.177
H -3.625 -0.307 0.693
H -2.913 -1.776 -0.437
H -1.455 1.305 0.120
H -0.830 -0.214 -1.494
H 2.286 -1.557 1.070
H 1.312 -1.981 -0.453
H 0.496 -2.231 1.061
H 2.099 2.167 -0.962
H 1.477 2.742 0.530
H 0.441 2.101 -0.682

---

Of them, the most stable is run b and the least stable is run c.

---

Run a
The following is a quantum chemistry calculation of one molecule with the formula C7H8N2, from OMol25.

E_LUMO: 1.06 eV
SMILES: C1=CN2C=CCN2C=C1
spin multiplicity: 1
charge: 0
orbital gap: 0.261 Ha

Element x y z (Å)
C -1.496 -0.501 1.710
C -0.896 -1.367 0.875
N -0.215 -0.837 -0.165
C 0.886 -1.532 -0.771
C 1.781 -0.689 -1.218
C 1.327 0.745 -0.926
N -0.050 0.558 -0.406
C -0.748 1.426 0.421
C -1.566 0.978 1.384
H -2.216 -0.733 2.544
H -0.841 -2.416 1.283
H 0.625 -2.533 -0.784
H 2.735 -0.805 -1.650
H 1.854 1.254 -0.152
H 1.299 1.221 -1.945
H -0.561 2.461 0.063
H -2.232 1.681 1.852

---

Run b
The following is a quantum chemistry calculation of C7H8N2 as an isolated structure, from OMol25.

E_LUMO: 0.21 eV
spin multiplicity: 1
charge: 0
orbital gap: 0.317 Ha

Element x y z (Å)
C 1.310 0.378 -0.315
C 1.011 -0.766 0.705
C -0.028 -0.391 -0.989
C -1.037 -0.269 0.118
C -0.355 -0.659 1.290
C -2.396 0.156 -0.104
C -3.700 0.212 -0.014
H 2.265 1.871 0.520
H 0.997 2.528 -0.485
H 2.258 0.253 -1.031
H 2.153 -1.112 1.151
H 1.602 -1.809 -0.785
H -0.561 -0.580 -2.093
H -0.784 -0.600 2.258
H -4.758 0.800 -0.023
N 1.362 1.627 0.219
N 0.661 -1.639 -0.423

---

Run c
The following is a quantum chemistry calculation of C7H8N2 as an isolated structure, from OMol25.

E_LUMO (alpha / beta): -0.40 / -0.45 eV
spin multiplicity: 1
charge: 0
orbital gap (alpha / beta): 0.245 / 0.241 Ha

Element x y z (Å)
C -2.119 1.109 0.426
C -1.617 -0.148 0.447
C -1.144 2.068 0.128
C -0.850 3.346 -0.086
C 2.380 -2.730 -0.332
C 1.828 -1.509 -0.329
C 0.427 -1.377 -0.069
N 0.352 0.893 -0.204
N -0.202 -0.196 0.013
H -3.173 1.213 0.561
H -2.073 -1.145 0.726
H -0.010 3.601 -0.614
H -1.392 4.066 0.423
H 3.513 -2.911 -0.478
H 1.893 -3.648 -0.245
H 2.325 -0.516 -0.670
H -0.138 -2.116 0.302

---

Run d
The following is a quantum chemistry calculation of one molecule with the formula C7H8N2, from OMol25.

E_LUMO: 0.40 eV
SMILES: C=Cn1cccc1N=C
spin multiplicity: 1
charge: 0
orbital gap: 0.309 Ha

Element x y z (Å)
C -2.619 -1.164 0.024
C -1.294 -1.060 0.013
N -0.585 0.116 0.038
C -1.003 1.400 0.020
C 0.071 2.251 0.009
C 1.251 1.487 0.026
C 0.921 0.153 0.042
N 1.546 -1.041 0.056
C 2.804 -1.190 -0.005
H -3.089 -2.130 -0.011
H -3.274 -0.309 0.066
H -0.643 -1.923 -0.021
H -2.049 1.647 0.009
H 0.012 3.320 -0.022
H 2.246 1.889 0.038
H 3.181 -2.201 0.014
H 3.536 -0.384 -0.090

---

Of them, the most stable is run d and the least stable is run b.

---

Run a
The following is a quantum chemistry calculation of a 2-piece molecular cluster, CH5N3O2 overall, from OMol25.

E_LUMO: 0.82 eV
SMILES: [H]/N=C/N.O=NO
spin multiplicity: 1
charge: 0
orbital gap: 0.373 Ha

Element x y z (Å)
H -0.235 -1.830 0.292
N -0.324 -0.809 0.245
C 0.858 -0.293 0.344
N 1.069 1.051 0.253
H 1.858 -0.679 0.516
H 0.380 1.529 -0.279
H 1.909 1.471 0.485
O -2.346 1.309 -0.105
N -2.481 0.303 0.524
O -3.068 -0.767 -0.082
H -3.161 -0.745 -1.074

---

Run b
The following is a quantum chemistry calculation of a 2-piece molecular cluster, CH5N3O2 overall, from OMol25.

E_LUMO (alpha / beta): 0.47 / 0.48 eV
spin multiplicity: 1
charge: 0
orbital gap (alpha / beta): 0.335 / 0.335 Ha

Element x y z (Å)
C 1.370 0.242 -0.422
N 0.597 -0.229 0.773
N -0.372 -1.086 0.664
N -1.857 0.024 0.051
O -1.628 1.081 0.627
O -2.669 -0.304 -0.749
H 0.664 0.713 -1.239
H 1.852 1.224 -0.137
H 2.038 -0.576 -0.738
H 0.294 0.441 1.442
H -0.290 -1.529 -0.274

---

Of them, the most stable is run a and the least stable is run b.